(1)
Entry from the OMol25 dataset: one molecule with the formula C5H10O2 in a non-equilibrium geometry (wB97M-V/def2-TZVPD).

Last column: Mulliken charge in e.
Geometry (Å):
C  1.838  0.695  0.434  -1.5007
C  0.609  -0.201  0.355  0.5301
C  0.773  -1.275  -0.712  -1.3614
C  -0.682  0.743  0.021  -0.5723
C  -1.856  -0.111  0.237  0.4460
O  -2.126  -0.987  0.990  -0.4866
O  -2.864  0.641  -0.559  -0.4985
H  2.728  0.104  0.645  0.4032
H  1.995  1.214  -0.511  0.3330
H  1.734  1.438  1.223  0.3746
H  0.440  -0.675  1.326  0.2840
H  -0.090  -1.938  -0.733  0.3719
H  0.889  -0.823  -1.697  0.3227
H  1.654  -1.883  -0.512  0.3896
H  -0.607  1.075  -1.012  0.2883
H  -0.682  1.561  0.741  0.3482
H  -3.752  0.423  -0.234  0.3278

## Properties
Energy in hartree: -346.99606
Kohn-Sham gap in eV: 11.53
LUMO in Eh: 0.0298
F_max in eV/A: 4.542
SMILES: CC(C)CC(=O)O


(2)
Entry from the OMol25 dataset: C44H48BF2LuN9Sb as an isolated structure in a non-equilibrium geometry (wB97M-V/def2-TZVPD).

Last column: Löwdin spin population.
Geometry (Å):
Lu  8.372  12.450  9.556  0.0018
C  7.480  14.228  12.712  0.0002
C  8.483  14.856  11.714  0.0001
C  9.244  16.039  11.876  0.0000
C  10.034  16.122  10.742  0.0000
N  9.854  14.999  9.961  0.0000
N  8.817  14.231  10.571  0.0001
B  10.613  14.656  8.662  0.0000
N  11.448  13.234  9.080  0.0000
C  12.737  12.883  9.076  0.0000
C  12.918  11.546  9.487  0.0000
C  11.564  11.115  9.754  0.0000
C  11.138  9.706  10.078  0.0000
N  10.660  12.070  9.417  -0.0001
N  9.720  14.278  7.456  0.0003
C  9.841  14.633  6.212  0.0010
C  8.893  13.977  5.426  0.0002
C  8.088  13.209  6.357  0.0030
C  6.821  12.430  6.006  0.0239
N  8.742  13.284  7.577  0.0024
N  11.562  15.721  8.270  0.0000
C  11.190  16.947  7.648  0.0000
C  12.118  17.918  8.010  0.0000
C  13.138  17.237  8.711  0.0000
C  14.504  17.790  9.025  0.0000
N  12.771  15.966  8.983  0.0000
H  7.306  13.195  12.472  0.0000
H  6.499  14.699  12.602  0.0001
H  7.808  14.364  13.796  0.0000
H  9.236  16.702  12.748  0.0000
H  10.793  16.874  10.490  0.0000
H  13.502  13.649  8.943  0.0000
H  13.809  10.919  9.623  0.0000
H  11.922  9.311  10.765  0.0000
H  11.137  9.056  9.245  0.0000
H  10.267  9.709  10.723  0.0000
H  10.579  15.306  5.850  0.0001
H  8.633  14.284  4.373  0.0000
H  6.608  11.578  6.729  0.0020
H  6.879  12.032  4.961  0.0026
H  5.991  13.120  6.022  0.0105
H  10.155  17.096  7.370  0.0000
H  12.145  18.942  7.700  0.0000
H  15.310  17.056  8.718  0.0000
H  14.538  17.946  10.129  0.0000
H  14.572  18.736  8.478  0.0000
C  7.301  10.848  14.213  0.0000
N  6.690  10.581  12.886  0.0001
C  5.367  9.951  12.969  0.0000
C  7.629  9.684  12.206  0.0000
C  7.365  9.499  10.747  0.0000
C  6.391  8.655  10.272  0.0000
C  6.262  8.586  8.832  0.0000
C  7.137  9.219  7.992  0.0000
C  8.154  10.049  8.523  -0.0001
C  8.148  10.211  9.834  -0.0001
H  7.408  9.897  14.844  0.0000
H  6.750  11.602  14.772  0.0000
H  8.344  11.188  14.039  0.0000
H  5.445  8.871  13.017  0.0000
H  4.820  10.011  12.049  0.0000
H  4.763  10.342  13.790  0.0000
H  7.542  8.666  12.639  0.0000
H  8.665  10.073  12.229  0.0000
H  5.755  8.040  10.939  0.0000
H  5.434  8.027  8.388  0.0000
H  7.010  9.141  6.918  0.0000
H  8.992  10.321  7.887  0.0000
F  6.177  12.922  9.638  0.1018
C  5.490  13.736  8.576  0.6374
F  5.769  15.023  8.791  0.1544
H  4.425  13.523  8.914  0.0584
C  15.252  14.094  14.652  0.0000
C  16.050  13.134  14.062  0.0000
C  15.665  11.775  14.195  0.0000
C  14.532  11.453  14.937  0.0000
C  13.785  12.421  15.583  0.0000
C  14.186  13.753  15.493  0.0000
Sb  13.966  9.327  14.967  0.0000
C  14.112  9.223  17.077  0.0000
C  13.186  8.562  17.819  0.0000
C  13.059  8.873  19.229  0.0000
C  13.959  9.706  19.877  0.0000
C  14.968  10.291  19.150  0.0000
C  15.024  10.052  17.753  0.0000
C  15.827  8.157  14.534  0.0000
C  16.576  7.347  15.435  0.0000
C  17.340  6.358  14.849  0.0000
C  17.488  6.257  13.465  0.0000
C  16.740  7.067  12.627  0.0000
C  15.900  8.015  13.173  0.0000
H  15.489  15.095  14.498  0.0000
H  16.843  13.449  13.389  0.0000
H  16.458  11.120  13.770  0.0000
H  12.893  12.196  16.169  0.0000
H  13.652  14.455  16.135  0.0000
H  12.588  7.818  17.357  0.0000
H  12.357  8.281  19.826  0.0000
H  13.915  9.926  20.943  0.0000
H  15.644  11.094  19.548  0.0000
H  15.895  10.475  17.209  0.0000
H  16.602  7.540  16.490  0.0000
H  17.841  5.572  15.461  0.0000
H  18.054  5.441  13.022  0.0000
H  16.907  7.033  11.578  0.0000
H  15.468  8.792  12.531  0.0000

## Properties
Total charge: +1
Spin multiplicity: 2
Energy in hartree: -3898.30007
Kohn-Sham gap (alpha / beta) in eV: 7.77 / 4.53
LUMO (alpha / beta) in Eh: -0.0739 / -0.1929
F_max in eV/A: 4.518


(3)
Entry from the OMol25 dataset: a 2-piece molecular cluster, C4H8N2O overall in a non-equilibrium geometry (wB97M-V/def2-TZVPD).

Last column: Mulliken charge in e.
Geometry (Å):
H  2.226  -0.536  1.490  0.2328
N  1.361  -0.663  0.972  -0.6141
C  0.657  0.381  0.862  0.7448
C  0.969  1.761  1.405  -1.1342
N  -0.673  0.291  0.463  -0.0151
O  -1.232  1.035  -0.340  -0.3912
H  0.307  2.001  2.239  0.2955
H  0.810  2.499  0.618  0.3108
H  2.003  1.799  1.741  0.3587
C  -0.821  -1.794  -1.104  -0.5226
C  -1.278  -1.109  -2.120  -0.4671
H  -0.559  -2.840  -1.093  0.3031
H  -0.729  -1.237  -0.071  0.4229
H  -1.486  -0.045  -1.989  0.2156
H  -1.555  -1.545  -3.072  0.2599

## Properties
Energy in hartree: -341.78782
Kohn-Sham gap (alpha / beta) in eV: 8.10 / 8.10
LUMO (alpha / beta) in Eh: -0.0341 / -0.0341
F_max in eV/A: 3.448
SMILES: [H]/N=C(\C)N=O.C=C


(4)
Entry from the OMol25 dataset: a 14-piece molecular cluster, C3H33N2O15 overall in a non-equilibrium geometry (wB97M-V/def2-TZVPD).

Last column: Mulliken charge in e.
Geometry (Å):
C  -0.193  -0.153  0.969  -0.8620
N  -1.517  -0.450  1.555  0.1049
C  -2.364  0.641  1.905  0.6680
O  -1.737  1.701  2.182  -0.8357
O  -3.577  0.327  1.939  -0.9319
C  -0.191  0.303  -0.489  -0.3476
N  -0.223  1.746  -0.638  -0.0303
H  0.380  -1.121  0.972  0.2897
H  0.329  0.485  1.690  0.4805
H  -1.924  -1.330  1.300  0.2124
H  0.741  -0.085  -0.948  0.1304
H  -1.006  -0.145  -1.085  0.0367
H  0.594  2.208  -0.234  0.2102
H  -0.952  2.248  -0.147  0.2468
H  -0.002  1.379  -2.638  0.0344
H  0.160  0.974  -4.168  0.2949
O  0.394  0.763  -3.269  -0.7051
H  3.474  2.247  0.748  0.2636
H  2.517  1.402  -0.135  0.4482
O  2.674  1.718  0.784  -0.7288
H  -0.403  4.330  -2.419  0.2710
H  -0.291  2.844  -2.441  0.4305
O  0.151  3.645  -2.810  -0.6926
H  -2.465  2.071  -1.815  0.3141
H  -3.038  1.266  -2.999  0.2407
O  -2.215  1.557  -2.583  -0.4532
H  1.497  -3.737  1.248  0.3427
H  0.730  -3.857  -0.067  0.3927
O  1.642  -3.815  0.298  -0.7237
H  2.816  -0.346  -1.277  0.4407
H  1.856  0.592  -2.055  0.4170
O  2.715  0.582  -1.591  -0.7442
H  -4.715  0.258  0.236  0.3345
H  -4.805  1.689  0.639  0.3268
O  -4.887  1.124  -0.150  -0.6533
H  2.810  -2.549  -0.036  0.4061
H  3.216  -1.283  0.846  0.4105
O  3.311  -1.701  -0.058  -0.7847
H  -0.846  1.305  3.709  0.3642
H  0.327  2.189  3.948  0.2912
O  -0.077  1.399  4.314  -0.7622
H  -0.321  -4.068  -1.794  0.3470
H  -1.584  -3.648  -1.212  0.3001
O  -0.809  -4.152  -0.947  -0.7243
H  0.158  -0.561  3.277  0.3987
H  0.761  -0.343  4.534  0.3750
O  0.806  -1.023  3.830  -0.7869
H  2.501  -0.556  3.054  0.4001
H  3.037  0.447  1.979  0.3725
O  3.163  -0.454  2.349  -0.7910
H  -0.237  -2.259  -3.086  0.3681
H  -1.626  -2.814  -3.789  0.3038
O  -0.756  -2.991  -3.425  -0.7111

## Properties
Total charge: -1
Energy in hartree: -1372.34552
Kohn-Sham gap in eV: 7.77
LUMO in Eh: 0.0775
F_max in eV/A: 2.379


(5)
Entry from the OMol25 dataset: C44H33Br2N12O4W as an isolated structure (wB97M-V/def2-TZVPD).

Last column: Löwdin spin population.
Geometry (Å):
W  -0.357  0.074  -0.016  0.7188
O  2.271  -3.213  -0.425  -0.0003
C  1.764  -2.112  -0.290  0.0020
N  0.444  -1.845  -0.276  0.0021
C  -0.398  -3.019  -0.383  0.0019
C  -1.806  -2.590  -0.606  0.0089
C  -2.829  -3.499  -0.835  -0.0017
C  -4.124  -3.041  -0.959  0.0094
C  -4.371  -1.679  -0.834  -0.0015
C  -3.314  -0.830  -0.612  0.0086
N  -2.041  -1.273  -0.524  -0.0014
C  2.586  -0.870  -0.181  0.0055
C  3.962  -0.909  -0.220  -0.0012
C  4.656  0.288  -0.147  0.0079
C  3.938  1.467  -0.038  -0.0010
C  2.556  1.421  0.009  0.0070
N  1.886  0.265  -0.061  0.0053
H  -0.342  -3.625  0.528  0.0009
H  -0.053  -3.673  -1.191  0.0005
H  -2.594  -4.553  -0.896  -0.0003
H  -4.936  -3.735  -1.133  0.0005
H  -5.371  -1.273  -0.885  -0.0002
H  -3.455  0.232  -0.475  0.0009
H  4.444  -1.872  -0.305  -0.0002
H  5.737  0.302  -0.175  0.0004
H  4.433  2.426  0.021  -0.0002
H  1.966  2.316  0.125  -0.0001
Br  -6.297  0.610  1.594  -0.0001
C  -5.724  2.312  0.984  -0.0001
C  -6.063  2.735  -0.289  0.0001
C  -5.597  3.962  -0.741  -0.0001
C  -4.766  4.723  0.064  0.0001
C  -4.497  4.326  1.370  0.0003
C  -4.976  3.114  1.834  0.0001
N  -4.242  5.958  -0.470  0.0012
N  -3.018  6.111  -0.583  0.0000
C  -2.157  5.011  -0.221  0.0062
C  -1.319  5.157  0.875  0.0138
C  -0.547  4.088  1.320  0.0048
C  -0.654  2.874  0.662  0.0099
O  0.053  1.766  0.964  0.0556
C  -1.480  2.746  -0.446  0.0064
N  -1.495  1.475  -0.991  0.0838
C  -1.830  1.350  -2.395  0.0358
C  -2.639  2.499  -2.928  0.0043
C  -2.831  3.629  -2.249  0.0057
C  -2.181  3.828  -0.961  0.0097
H  -6.690  2.120  -0.921  0.0000
H  -5.855  4.315  -1.731  0.0000
H  -3.896  4.952  2.015  0.0001
H  -4.763  2.793  2.845  0.0000
H  -1.296  6.106  1.394  0.0005
H  0.111  4.186  2.173  0.0000
H  -2.386  0.420  -2.567  0.0012
H  -3.106  2.368  -3.896  0.0000
H  -3.429  4.425  -2.675  0.0003
Br  -0.282  -1.316  7.507  -0.0002
C  -1.348  -0.719  6.075  -0.0003
C  -2.652  -0.296  6.313  0.0020
N  -3.463  0.133  5.351  -0.0003
C  -2.993  0.158  4.110  0.0021
C  -1.701  -0.242  3.786  0.0001
C  -0.853  -0.695  4.789  0.0015
C  -1.246  -0.175  2.393  0.0087
O  -1.964  0.332  1.480  0.0134
O  -0.113  -0.613  2.024  0.0056
H  -3.050  -0.307  7.321  0.0001
H  -3.666  0.499  3.332  0.0002
H  0.155  -1.013  4.559  0.0000
C  0.489  2.307  -2.966  0.0268
C  -0.427  1.089  -3.037  0.0381
N  0.080  -0.012  -2.210  0.2672
C  0.349  -1.044  -3.008  0.1303
C  0.033  -0.755  -4.323  0.2314
N  -0.467  0.496  -4.381  0.2120
C  -0.925  1.133  -5.601  0.0143
N  -0.165  2.292  -5.955  0.0075
N  -0.735  3.523  -5.830  0.0001
N  0.136  4.417  -6.068  0.0011
C  1.342  3.798  -6.343  0.0001
C  2.592  4.341  -6.649  0.0003
C  3.622  3.455  -6.863  -0.0001
C  3.424  2.060  -6.778  0.0003
C  2.196  1.512  -6.481  0.0002
C  1.156  2.420  -6.268  0.0008
H  0.651  2.574  -1.923  0.0003
H  0.040  3.163  -3.468  0.0012
H  1.451  2.073  -3.422  0.0002
H  0.741  -1.980  -2.648  0.0045
H  0.125  -1.382  -5.195  0.0130
H  -1.956  1.469  -5.508  0.0052
H  -0.870  0.382  -6.390  -0.0004
H  2.731  5.411  -6.716  0.0000
H  4.608  3.827  -7.105  0.0000
H  4.265  1.403  -6.958  0.0000
H  2.056  0.440  -6.424  0.0006

## Properties
Total charge: +1
Spin multiplicity: 3
Energy in hartree: -7869.56668
Kohn-Sham gap (alpha / beta) in eV: 6.69 / 6.03
LUMO (alpha / beta) in Eh: -0.1106 / -0.1504
F_max in eV/A: 0.084


(6)
Entry from the OMol25 dataset: a 2-piece molecular cluster, H7N3 overall in a non-equilibrium geometry (wB97M-V/def2-TZVPD).

Last column: Mulliken charge in e.
Geometry (Å):
N  1.061  -0.732  0.791  -0.4572
N  1.300  0.696  0.628  -0.4430
H  0.965  -1.071  -0.169  0.2020
H  1.960  -1.092  1.031  0.2538
H  1.549  1.053  1.557  0.2400
H  0.419  1.174  0.429  0.2058
N  -1.748  0.125  -1.215  -0.6101
H  -1.658  0.664  -0.338  0.1912
H  -2.721  -0.116  -1.466  0.2138
H  -1.127  -0.700  -1.248  0.2037

## Properties
Energy in hartree: -168.40538
Kohn-Sham gap in eV: 9.61
LUMO in Eh: 0.0397
F_max in eV/A: 1.302
SMILES: NN.N